No. 1
The following is a DFT calculation (ωB97M-V/def2-TZVPD) of a molecular structure, C19H29BO2S2.

Calculated values
E_tot = -46613.59516 eV
Maximum force = 0.069 Eh/bohr
E_HOMO = -8.05 eV
LUMO level = -0.04645 Eh
Molecular weight = 364.38 g/mol
HOMO-LUMO gap = 6.8 eV

Geometry as ORCA input:
```
! wB97M-V def2-TZVPD RIJCOSX def2/J DEFGRID3
* xyz 0 1
C -2.414 -0.608 -1.354
C -1.186 -1.502 -1.538
C -1.383 -2.473 -2.680
O -0.086 -0.653 -1.870
B 0.637 -0.428 -0.614
C 2.186 -1.020 -0.802
C 2.929 -1.430 0.296
C 4.095 -2.184 0.095
C 4.560 -2.484 -1.181
C 3.855 -1.964 -2.269
C 2.683 -1.208 -2.076
C 0.688 1.190 -0.266
C 1.172 2.099 -1.302
C 0.228 1.571 0.971
O 0.050 -1.197 0.470
C -0.740 -2.197 -0.158
C -1.896 -2.570 0.770
C 0.161 -3.406 -0.354
H -3.342 -1.174 -1.217
H -2.294 0.062 -0.488
H -2.557 0.036 -2.236
H -2.241 -3.135 -2.499
H -1.566 -1.928 -3.613
H -0.486 -3.079 -2.822
H 2.593 -1.175 1.302
H 4.633 -2.542 0.962
H 5.443 -3.116 -1.339
H 4.198 -2.142 -3.275
H 2.156 -0.774 -2.925
H 1.092 1.566 -2.259
H 0.616 3.056 -1.379
H 2.239 2.381 -1.224
H 0.761 2.384 1.537
H -0.027 0.646 1.535
H -2.561 -3.292 0.280
H -1.522 -3.049 1.687
H -2.503 -1.704 1.069
H -0.409 -4.293 -0.671
H 0.944 -3.198 -1.096
H 0.677 -3.646 0.589
C -2.059 4.384 3.312
C -1.832 4.951 1.921
S -2.228 3.776 0.593
C -1.591 2.238 0.995
S -1.554 1.731 2.651
C -1.035 3.248 3.507
H -1.819 5.152 4.069
H -3.106 4.055 3.446
H -2.466 5.840 1.734
H -0.779 5.232 1.810
H -1.942 1.499 0.213
H -0.044 3.535 3.130
H -0.928 2.940 4.559
*
```

The computed Mulliken charges, all in e, follow: atom 1 (C): -1.55, atom 2 (C): 1.67, atom 3 (C): -1.97, atom 4 (O): -0.56, atom 5 (B): 1.61, atom 6 (C): 0.18, atom 7 (C): -0.41, atom 8 (C): -0.78, atom 9 (C): -0.52, atom 10 (C): -0.64, atom 11 (C): -0.40, atom 12 (C): 0.55, atom 13 (C): -1.49, atom 14 (C): -0.94, atom 15 (O): -0.61, atom 16 (C): 1.68, atom 17 (C): -1.84, atom 18 (C): -1.87, atom 19 (H): 0.41, atom 20 (H): -0.03, atom 21 (H): 0.36, atom 22 (H): 0.32, atom 23 (H): 0.45, atom 24 (H): 0.40, atom 25 (H): 0.36, atom 26 (H): 0.37, atom 27 (H): 0.37, atom 28 (H): 0.37, atom 29 (H): 0.25, atom 30 (H): 0.27, atom 31 (H): 0.35, atom 32 (H): 0.29, atom 33 (H): 0.41, atom 34 (H): 0.56, atom 35 (H): 0.34, atom 36 (H): 0.45, atom 37 (H): 0.28, atom 38 (H): 0.36, atom 39 (H): 0.27, atom 40 (H): 0.41, atom 41 (C): -0.56, atom 42 (C): -0.64, atom 43 (S): -0.05, atom 44 (C): 0.87, atom 45 (S): -0.10, atom 46 (C): -0.72, atom 47 (H): 0.35, atom 48 (H): 0.29, atom 49 (H): 0.38, atom 50 (H): 0.37, atom 51 (H): -0.60, atom 52 (H): 0.31, atom 53 (H): 0.41


No. 2
The following is a DFT calculation (ωB97M-V/def2-TZVPD) of 10 unconnected molecules or ions with the total composition C36H46N10.

Calculated values
E_tot = -52974.10340 eV
Maximum force = 0.090 Eh/bohr
E_HOMO = -7.69 eV
LUMO level = 0.01586 Eh
Molecular weight = 618.83 g/mol
HOMO-LUMO gap = 8.1 eV
Energy relative to the best compared isomer or geometry (same formula, charge and spin) = 2.603 eV
Structure (SMILES) = c1cc[nH]c1.c1cc[nH]c1.c1cc[nH]c1.c1cc[nH]c1.c1cc[nH]c1.c1cc[nH]c1.c1cc[nH]c1.c1cc[nH]c1.CC#N.CC#N

Geometry as ORCA input:
```
! wB97M-V def2-TZVPD RIJCOSX def2/J DEFGRID3
* xyz 0 1
C -0.350 1.555 0.597
C -1.125 0.305 0.472
N -1.722 -0.643 0.469
H -0.894 2.344 1.117
H 0.107 1.884 -0.336
H 0.457 1.324 1.292
C 2.229 5.594 2.117
C 0.929 5.161 1.504
N -0.102 4.770 1.060
H 2.437 5.106 3.069
H 2.220 6.669 2.296
H 3.079 5.457 1.449
N -2.695 -1.990 -4.169
C -2.726 -1.485 -2.884
C -2.531 -2.564 -2.025
C -2.342 -3.710 -2.776
C -2.496 -3.293 -4.084
H -2.606 -1.413 -4.994
H -2.911 -0.450 -2.639
H -2.403 -2.426 -0.961
H -2.194 -4.729 -2.450
H -2.463 -3.780 -5.048
N -0.693 -3.566 1.237
C -1.735 -4.446 1.440
C -1.191 -5.515 2.151
C 0.151 -5.271 2.389
C 0.442 -4.104 1.779
H -0.609 -2.738 0.665
H -2.742 -4.256 1.099
H -1.777 -6.377 2.434
H 0.804 -5.829 3.045
H 1.322 -3.498 1.619
N -2.235 -1.076 3.672
C -1.632 -1.794 4.661
C -1.313 -1.013 5.819
C -1.855 0.226 5.465
C -2.509 0.116 4.271
H -2.593 -1.453 2.806
H -1.298 -2.813 4.533
H -0.740 -1.326 6.680
H -1.863 1.168 5.994
H -3.058 0.905 3.778
N 2.059 4.984 -2.693
C 2.160 4.026 -1.765
C 3.222 4.401 -0.868
C 3.838 5.514 -1.474
C 2.969 5.996 -2.506
H 1.354 5.220 -3.377
H 1.528 3.151 -1.770
H 3.581 3.847 -0.013
H 4.715 6.023 -1.103
H 2.945 6.839 -3.181
N 1.756 -0.007 -3.988
C 0.948 1.045 -3.795
C 0.927 1.764 -5.007
C 1.784 1.182 -5.851
C 2.246 0.054 -5.258
H 2.048 -0.668 -3.283
H 0.480 1.072 -2.822
H 0.333 2.623 -5.283
H 1.992 1.457 -6.875
H 2.867 -0.767 -5.583
N 3.783 -1.638 -1.487
C 4.254 -0.402 -1.844
C 3.565 0.559 -1.034
C 2.927 -0.208 -0.012
C 2.959 -1.519 -0.440
H 4.011 -2.460 -2.028
H 4.981 -0.306 -2.637
H 3.592 1.634 -1.133
H 2.345 0.093 0.846
H 2.708 -2.454 0.040
N 3.066 -1.031 3.396
C 3.429 0.215 3.363
C 2.339 1.038 3.300
C 1.236 0.223 3.457
C 1.668 -1.076 3.449
H 3.715 -1.800 3.303
H 4.432 0.609 3.292
H 2.522 2.100 3.368
H 0.203 0.539 3.466
H 1.136 -2.016 3.460
N -4.825 -1.257 -0.424
C -5.402 -0.059 -0.762
C -6.768 -0.255 -0.916
C -6.984 -1.577 -0.640
C -5.787 -2.163 -0.315
H -3.862 -1.456 -0.190
H -4.693 0.721 -0.998
H -7.463 0.512 -1.223
H -7.906 -2.136 -0.703
H -5.709 -3.212 -0.070
*
```

The computed Mulliken charges, all in e, follow: atom 1 (C): 0.02, atom 2 (C): -0.09, atom 3 (N): 0.30, atom 4 (H): 0.50, atom 5 (H): -0.27, atom 6 (H): -0.42, atom 7 (C): -0.80, atom 8 (C): 0.59, atom 9 (N): -0.54, atom 10 (H): 0.29, atom 11 (H): 0.33, atom 12 (H): 0.21, atom 13 (N): 0.00, atom 14 (C): -0.93, atom 15 (C): 1.57, atom 16 (C): -1.10, atom 17 (C): -0.50, atom 18 (H): 0.25, atom 19 (H): 0.34, atom 20 (H): -0.46, atom 21 (H): 0.43, atom 22 (H): 0.43, atom 23 (N): 0.51, atom 24 (C): -0.52, atom 25 (C): -0.70, atom 26 (C): -0.94, atom 27 (C): -0.30, atom 28 (H): 0.10, atom 29 (H): 0.53, atom 30 (H): 0.41, atom 31 (H): 0.40, atom 32 (H): 0.40, atom 33 (N): 0.24, atom 34 (C): -0.51, atom 35 (C): -0.68, atom 36 (C): -0.29, atom 37 (C): -0.71, atom 38 (H): 0.19, atom 39 (H): 0.48, atom 40 (H): 0.41, atom 41 (H): 0.41, atom 42 (H): 0.42, atom 43 (N): 0.02, atom 44 (C): -0.31, atom 45 (C): -0.61, atom 46 (C): -1.00, atom 47 (C): -0.45, atom 48 (H): 0.26, atom 49 (H): 0.33, atom 50 (H): 0.91, atom 51 (H): 0.41, atom 52 (H): 0.38, atom 53 (N): 0.21, atom 54 (C): -0.40, atom 55 (C): -0.84, atom 56 (C): -0.42, atom 57 (C): -0.58, atom 58 (H): 0.17, atom 59 (H): 0.55, atom 60 (H): 0.45, atom 61 (H): 0.42, atom 62 (H): 0.43, atom 63 (N): 0.09, atom 64 (C): -1.34, atom 65 (C): -0.21, atom 66 (C): 0.50, atom 67 (C): -0.67, atom 68 (H): 0.21, atom 69 (H): 0.40, atom 70 (H): 0.44, atom 71 (H): 0.18, atom 72 (H): 0.40, atom 73 (N): 0.12, atom 74 (C): -0.63, atom 75 (C): -1.25, atom 76 (C): 0.17, atom 77 (C): -0.93, atom 78 (H): 0.23, atom 79 (H): 0.40, atom 80 (H): 0.43, atom 81 (H): 0.94, atom 82 (H): 0.64, atom 83 (N): 0.44, atom 84 (C): -0.43, atom 85 (C): -0.67, atom 86 (C): -0.57, atom 87 (C): -0.40, atom 88 (H): 0.05, atom 89 (H): 0.37, atom 90 (H): 0.41, atom 91 (H): 0.40, atom 92 (H): 0.37


No. 3
The following is a DFT calculation (ωB97M-V/def2-TZVPD) of a molecular structure, C33H40CeNS.

Calculated values
E_tot = -60110.15011 eV
Maximum force = 0.111 Eh/bohr
E_HOMO (alpha / beta) = -9.35 / -9.35 eV
LUMO level (alpha / beta) = -0.13254 / -0.13273 Eh
Molecular weight = 622.87 g/mol
HOMO-LUMO gap (alpha / beta) = 5.7 / 5.7 eV

Geometry as ORCA input:
```
! wB97M-V def2-TZVPD RIJCOSX def2/J DEFGRID3
* xyz 1 1
C -2.736 -0.702 -0.115
C -2.407 -1.169 -1.429
C -2.328 -0.027 -2.299
C -2.615 1.140 -1.518
C -2.848 0.724 -0.167
Ce -0.350 0.138 -0.659
C 1.943 3.239 -1.979
C 1.599 2.525 -0.807
H 2.270 1.742 -0.362
C 0.314 2.591 -0.249
H -0.342 3.366 -0.698
H 0.171 2.493 0.866
C 3.306 2.815 -2.531
H 3.780 1.924 -2.045
H 3.293 2.538 -3.605
H 3.995 3.641 -2.420
C 0.850 3.178 -3.084
H 0.068 2.385 -2.993
H 0.338 4.145 -3.113
H 1.262 2.939 -4.093
C -2.251 -2.602 -1.816
H -1.579 -3.128 -1.120
H -3.218 -3.126 -1.790
H -1.837 -2.706 -2.824
C -2.025 -0.069 -3.763
H -1.259 -0.826 -3.980
H -2.925 -0.317 -4.347
H -1.645 0.896 -4.123
C -2.768 2.534 -2.028
H -2.468 2.612 -3.079
H -3.816 2.865 -1.955
H -2.164 3.244 -1.451
C -3.278 1.598 0.962
H -3.076 2.651 0.747
H -4.357 1.502 1.157
H -2.757 1.336 1.890
C -3.053 -1.572 1.053
H -3.024 -1.005 1.987
H -4.057 -2.018 0.967
H -2.337 -2.396 1.146
C 0.981 -1.201 -2.436
C 2.091 -0.615 -3.198
C 0.988 -2.407 -3.152
C 1.704 -0.310 -4.504
H 2.980 -0.099 -2.912
C 0.860 -2.516 -4.548
H 0.958 -3.213 -2.460
C 1.102 -1.301 -5.272
H 1.937 0.778 -4.766
H 0.796 -3.446 -5.056
H 1.027 -1.097 -6.358
N 0.765 -0.408 1.224
S 0.056 -0.235 2.707
C 0.046 -1.882 3.396
C 1.046 -2.806 3.085
C 0.996 -4.090 3.639
C -0.049 -4.450 4.496
C -1.058 -3.528 4.798
C -1.018 -2.247 4.244
C 1.297 0.602 3.697
C 1.287 0.442 5.095
C 2.262 1.067 5.877
C 3.239 1.865 5.269
C 3.224 2.054 3.883
C 2.240 1.443 3.098
H 1.709 -0.794 1.329
H 1.859 -2.526 2.418
H 1.785 -4.804 3.396
H -0.079 -5.451 4.929
H -1.876 -3.797 5.468
H -1.796 -1.512 4.459
H 0.521 -0.180 5.558
H 2.255 0.927 6.960
H 4.009 2.343 5.877
H 3.975 2.683 3.402
H 2.212 1.607 2.021
*
```

The computed Mulliken charges, all in e, follow: atom 1 (C): 0.88, atom 2 (C): 0.64, atom 3 (C): 0.33, atom 4 (C): 0.64, atom 5 (C): 0.40, atom 6 (Ce): -0.51, atom 7 (C): 0.49, atom 8 (C): -0.51, atom 9 (H): 0.16, atom 10 (C): -0.55, atom 11 (H): 0.51, atom 12 (H): 0.41, atom 13 (C): -1.29, atom 14 (H): 0.24, atom 15 (H): 0.34, atom 16 (H): 0.39, atom 17 (C): -1.13, atom 18 (H): 0.15, atom 19 (H): 0.35, atom 20 (H): 0.47, atom 21 (C): -1.47, atom 22 (H): 0.27, atom 23 (H): 0.36, atom 24 (H): 0.38, atom 25 (C): -0.94, atom 26 (H): 0.02, atom 27 (H): 0.37, atom 28 (H): 0.28, atom 29 (C): -1.31, atom 30 (H): 0.29, atom 31 (H): 0.38, atom 32 (H): 0.25, atom 33 (C): -1.65, atom 34 (H): 0.40, atom 35 (H): 0.33, atom 36 (H): 0.32, atom 37 (C): -1.37, atom 38 (H): 0.35, atom 39 (H): 0.37, atom 40 (H): 0.32, atom 41 (C): 0.65, atom 42 (C): -0.75, atom 43 (C): -0.87, atom 44 (C): 0.02, atom 45 (H): 0.52, atom 46 (C): -0.63, atom 47 (H): 0.50, atom 48 (C): -0.69, atom 49 (H): 0.21, atom 50 (H): 0.49, atom 51 (H): 0.40, atom 52 (N): -0.20, atom 53 (S): 0.76, atom 54 (C): 0.66, atom 55 (C): -0.37, atom 56 (C): -0.76, atom 57 (C): -0.40, atom 58 (C): -0.76, atom 59 (C): -0.29, atom 60 (C): 0.38, atom 61 (C): -0.55, atom 62 (C): -0.70, atom 63 (C): -0.44, atom 64 (C): -0.66, atom 65 (C): 0.00, atom 66 (H): 0.33, atom 67 (H): 0.30, atom 68 (H): 0.41, atom 69 (H): 0.41, atom 70 (H): 0.41, atom 71 (H): 0.47, atom 72 (H): 0.40, atom 73 (H): 0.40, atom 74 (H): 0.39, atom 75 (H): 0.44, atom 76 (H): 0.17


No. 4
The following is a DFT calculation (ωB97M-V/def2-TZVPD) of a molecular structure, C2H4F3OV.

Calculated values
E_tot = -38019.41944 eV
Maximum force = 0.067 Eh/bohr
E_HOMO (alpha / beta) = -6.43 / -6.43 eV
LUMO level (alpha / beta) = -0.09851 / -0.08560 Eh
Molecular weight = 151.99 g/mol
HOMO-LUMO gap (alpha / beta) = 3.8 / 4.1 eV
Energy relative to the best compared isomer or geometry (same formula, charge and spin) = 2.754 eV

Geometry as ORCA input:
```
! wB97M-V def2-TZVPD RIJCOSX def2/J DEFGRID3
* xyz 0 5
C 0.063 0.332 -0.834
F -0.522 -0.667 -1.520
F 0.032 2.042 -2.870
V 2.452 -0.184 0.953
O 0.471 -0.090 0.405
H 1.163 0.467 -1.325
C -0.522 -0.683 1.286
H -1.089 -1.483 0.782
H 0.043 -1.097 2.128
H -1.174 0.125 1.633
F -0.917 1.237 -0.638
*
```

The computed Mulliken charges, all in e, follow: atom 1 (C): 0.57, atom 2 (F): -0.24, atom 3 (F): -0.91, atom 4 (V): 0.80, atom 5 (O): -0.35, atom 6 (H): 0.08, atom 7 (C): -0.54, atom 8 (H): 0.30, atom 9 (H): 0.22, atom 10 (H): 0.27, atom 11 (F): -0.19


> The highest E_tot belongs to which entry?

C2H4F3OV